Molecular formula: C33H64Br2NO16S5
Method: DFT, ωB97M-V/def2-TZVPD

LUMO level (alpha / beta) in Eh: -0.0015 / -0.0015
Calculated total energy in eV: -263765.9854
2S+1: 2

Each line ends with the Mulliken spin population.
Element x y z (Å)
C: -1.17 1.96 -3.32  0.00
C: -1.07 0.46 -3.05  0.00
Br: -2.17 -0.14 -1.61  0.00
C: -0.27 -0.36 -3.75  0.01
Br: 0.78 0.57 -5.09  0.00
C: -0.12 -1.88 -3.54  -0.04
C: 0.42 -2.13 -2.09  0.00
C: -0.27 -2.80 -1.10  0.00
C: 0.34 -2.98 0.13  0.00
C: 1.60 -2.51 0.38  0.00
C: 2.31 -1.83 -0.61  0.00
C: 1.69 -1.65 -1.83  0.00
C: 0.99 -2.52 -4.47  0.03
C: 0.55 -3.08 -5.84  0.03
C: 1.57 -4.23 -6.15  -0.01
C: 0.75 -2.12 -7.05  0.03
N: -0.78 -3.72 -5.88  0.36
O: -0.79 -4.96 -5.54  0.55
C: -1.85 -2.93 -5.22  -0.01
C: -2.33 -1.68 -5.97  0.03
C: -3.10 -3.88 -5.14  0.01
C: -1.42 -2.70 -3.75  0.07
H: -1.51 2.11 -4.35  0.00
H: -0.21 2.46 -3.14  0.00
H: -1.95 2.39 -2.69  0.00
H: -1.26 -3.20 -1.29  0.00
H: -0.14 -3.50 0.95  0.00
H: 2.08 -2.66 1.34  0.00
H: 3.32 -1.47 -0.45  0.00
H: 2.27 -1.14 -2.59  0.00
H: 1.85 -1.85 -4.61  -0.01
H: 1.39 -3.36 -3.90  0.00
H: 1.75 -4.87 -5.29  0.00
H: 2.53 -3.72 -6.35  0.00
H: 1.32 -4.76 -7.07  0.00
H: 1.78 -1.74 -7.03  0.00
H: 0.67 -2.74 -7.95  -0.01
H: 0.06 -1.28 -7.05  0.00
H: -2.58 -1.95 -7.00  -0.02
H: -3.25 -1.34 -5.49  0.01
H: -1.64 -0.83 -5.94  0.00
H: -3.22 -4.34 -6.12  -0.01
H: -2.99 -4.63 -4.36  0.01
H: -3.98 -3.26 -4.93  0.00
H: -2.30 -2.32 -3.21  0.00
H: -1.23 -3.70 -3.35  -0.02
O: 7.51 1.49 -0.47  0.00
S: 6.18 1.36 0.05  0.00
O: 5.46 0.13 -0.07  0.00
O: 5.29 2.55 -0.53  0.00
C: 5.25 2.74 -1.96  0.00
C: 4.35 1.72 -2.64  0.00
C: 6.15 1.88 1.73  0.00
H: 6.27 2.71 -2.37  0.00
H: 4.87 3.74 -2.13  0.00
H: 4.77 0.72 -2.56  0.00
H: 4.23 1.96 -3.70  0.00
H: 3.37 1.70 -2.16  0.00
H: 6.65 2.84 1.81  0.00
H: 6.68 1.13 2.31  0.00
H: 5.12 1.95 2.06  0.00
O: -6.00 1.67 -6.43  0.00
S: -6.10 1.00 -5.17  0.00
O: -5.58 -0.32 -4.99  0.00
O: -7.62 1.02 -4.69  0.00
C: -8.62 0.53 -5.60  0.00
C: -8.66 -0.98 -5.64  0.00
C: -5.46 2.05 -3.91  0.00
H: -8.47 0.95 -6.60  0.00
H: -9.57 0.92 -5.24  0.00
H: -7.76 -1.39 -6.08  0.00
H: -9.52 -1.33 -6.22  0.00
H: -8.74 -1.39 -4.63  0.00
H: -5.89 3.04 -4.01  0.00
H: -4.38 2.10 -4.04  0.00
H: -5.69 1.62 -2.94  0.00
O: 4.16 3.80 4.20  0.00
S: 3.17 4.62 3.55  0.00
O: 3.51 5.44 2.43  0.00
O: 2.44 5.51 4.65  0.00
C: 3.25 6.31 5.52  0.00
C: 3.74 7.58 4.84  0.00
C: 1.79 3.62 3.12  0.00
H: 4.09 5.73 5.91  0.00
H: 2.62 6.58 6.37  0.00
H: 4.45 7.35 4.05  0.00
H: 4.23 8.23 5.56  0.00
H: 2.91 8.11 4.38  0.00
H: 1.50 3.03 3.99  0.00
H: 2.09 2.96 2.31  0.00
H: 0.98 4.26 2.80  0.00
O: 0.41 -4.02 3.91  0.00
S: 0.33 -4.74 5.15  0.00
O: 0.88 -6.06 5.27  0.00
O: -1.18 -4.76 5.64  0.00
C: -2.19 -5.22 4.72  0.00
C: -2.21 -6.74 4.62  0.00
C: 0.97 -3.74 6.45  0.00
H: -2.04 -4.77 3.74  0.00
H: -3.14 -4.87 5.11  0.00
H: -1.30 -7.12 4.15  0.00
H: -3.06 -7.07 4.03  0.00
H: -2.27 -7.19 5.61  0.00
H: 0.52 -2.75 6.39  0.00
H: 2.05 -3.67 6.31  0.00
H: 0.75 -4.21 7.40  0.00
O: 1.53 3.75 10.11  0.00
S: 1.34 3.91 8.70  0.00
O: 1.04 5.19 8.13  0.00
O: 0.24 2.86 8.21  0.00
C: -1.03 2.83 8.89  0.00
C: -1.93 3.97 8.45  0.00
C: 2.71 3.21 7.85  0.00
H: -0.87 2.84 9.97  0.00
H: -1.49 1.88 8.64  0.00
H: -1.54 4.93 8.78  0.00
H: -2.93 3.85 8.88  0.00
H: -2.01 4.00 7.37  0.00
H: 2.90 2.22 8.24  0.00
H: 3.57 3.86 8.02  0.00
H: 2.48 3.17 6.78  0.00

---

Molecular formula: C24H42NO11P3
Method: DFT, ωB97M-V/def2-TZVPD

LUMO level in Eh: -0.0547
SMILES: CCNC1=CC(=O)c2cc([PH2]=O)ccc2C1=O.CCOP(=O)(OCC)OCC.CCOP(=O)(OCC)OCC
Calculated total energy in eV: -77440.2915
2S+1: 1

Each line ends with the Mulliken charge.
Element x y z (Å)
C: -4.29 -1.30 -3.08  -0.95
C: -4.93 -1.77 -1.66  0.16
N: -5.15 -3.25 -1.66  -0.39
C: -4.79 -3.87 -0.37  0.32
C: -5.00 -3.31 0.91  -0.44
C: -4.50 -4.08 2.24  0.18
O: -5.16 -4.08 3.30  -0.54
C: -3.12 -4.90 2.05  0.31
C: -2.05 -5.05 3.15  -0.62
C: -0.74 -5.85 2.78  0.47
P: 0.55 -5.94 4.17  0.31
O: 0.93 -4.46 4.47  -0.58
C: -0.53 -6.47 1.38  -0.36
C: -1.61 -6.32 0.27  -0.65
C: -2.89 -5.54 0.62  0.41
C: -4.04 -5.30 -0.49  0.12
O: -4.36 -6.16 -1.35  -0.52
H: -3.24 -0.86 -2.91  0.20
H: -4.26 -2.14 -3.86  0.39
H: -4.91 -0.45 -3.57  0.25
H: -4.23 -1.38 -0.84  -0.10
H: -5.96 -1.26 -1.53  0.24
H: -4.45 -3.63 -2.33  0.29
H: -5.50 -2.28 1.01  0.36
H: -2.20 -4.61 4.18  0.34
H: 1.77 -6.59 3.75  0.08
H: 0.04 -6.48 5.39  0.10
H: 0.44 -7.02 1.12  0.29
H: -1.51 -6.72 -0.79  0.36
C: -0.67 -0.27 4.54  -0.87
C: -1.08 0.86 3.61  -0.34
O: -0.35 0.86 2.40  -0.36
P: -0.81 -0.10 1.11  1.17
O: -2.30 0.27 1.25  -0.76
O: -0.45 0.99 -0.09  -0.39
C: -1.43 1.37 -1.05  -0.01
C: -2.02 2.71 -0.67  -1.11
O: 0.82 -0.57 0.96  -0.35
C: 1.68 -0.90 2.04  -0.22
C: 1.51 -2.35 2.44  -0.76
H: -0.83 -1.24 4.06  0.07
H: -1.24 -0.23 5.47  0.44
H: 0.39 -0.20 4.79  0.27
H: -2.16 0.83 3.44  0.28
H: -0.88 1.82 4.10  0.30
H: -2.20 0.60 -1.16  -0.05
H: -0.92 1.46 -2.01  0.47
H: -2.50 2.68 0.31  0.24
H: -2.77 3.03 -1.41  0.41
H: -1.24 3.47 -0.62  0.24
H: 1.57 -0.23 2.88  0.22
H: 2.70 -0.75 1.68  0.37
H: 0.48 -2.57 2.71  0.00
H: 2.16 -2.59 3.29  0.39
H: 1.78 -3.01 1.61  0.32
C: 3.29 1.61 -2.53  -1.08
C: 3.04 2.67 -1.46  -0.16
O: 3.82 3.83 -1.68  -0.45
P: 3.31 5.04 -2.71  1.11
O: 1.86 5.05 -2.22  -0.75
O: 3.84 6.33 -1.82  -0.32
C: 2.95 7.38 -1.46  -0.28
C: 2.49 7.19 -0.02  -1.04
O: 4.88 5.08 -3.39  -0.34
C: 5.65 3.94 -3.71  -0.08
C: 5.30 3.40 -5.08  -1.10
H: 3.04 1.99 -3.52  0.19
H: 2.68 0.72 -2.34  0.41
H: 4.34 1.31 -2.54  0.31
H: 1.97 2.89 -1.41  0.30
H: 3.32 2.26 -0.49  0.22
H: 2.10 7.45 -2.15  0.32
H: 3.50 8.32 -1.54  0.34
H: 1.97 6.24 0.11  0.24
H: 1.82 8.00 0.28  0.38
H: 3.35 7.18 0.65  0.28
H: 5.60 3.17 -2.95  0.22
H: 6.70 4.27 -3.73  0.34
H: 4.24 3.15 -5.15  0.26
H: 5.89 2.51 -5.30  0.35
H: 5.50 4.15 -5.85  0.34

---

Molecular formula: C22H38AsGeN5PS4Ti
Method: DFT, ωB97M-V/def2-TZVPD

LUMO level (alpha / beta) in Eh: 0.1546 / 0.1546
Relative energy (zero: lowest compared OMol25 entry of this formula, charge and spin) in eV: 0.874
Calculated total energy in eV: -223982.5959
2S+1: 2
Charge: -2

Each line ends with the Mulliken spin population.
Element x y z (Å)
Ti: -0.31 0.21 1.86  1.02
C: 1.73 2.05 2.09  0.04
C: 0.48 2.45 2.84  -0.03
C: 0.28 1.37 3.90  -0.01
C: 1.38 0.79 4.53  0.00
C: 2.67 0.87 4.01  0.01
C: 2.78 1.44 2.72  0.00
H: 1.90 2.51 1.12  -0.01
H: 0.59 3.47 3.29  0.01
H: -0.67 1.38 4.43  0.01
H: 1.20 0.18 5.40  0.00
H: 3.50 0.33 4.46  0.00
H: 3.72 1.35 2.18  0.00
S: -3.02 -3.48 3.98  0.01
As: -2.04 -2.41 2.42  0.01
S: 0.10 -2.03 2.90  -0.02
S: -2.69 -0.29 2.28  -0.01
S: -2.20 -3.35 0.48  0.00
C: 4.69 -1.66 -0.81  0.00
N: 4.27 -2.45 0.35  0.00
C: 3.54 -3.62 -0.14  0.00
N: 2.42 -3.31 -1.01  0.00
C: 2.91 -2.50 -2.12  0.00
N: 3.60 -1.28 -1.72  0.00
C: 2.67 -0.35 -1.05  0.00
P: 1.88 -1.02 0.49  0.00
C: 3.44 -1.65 1.26  -0.01
C: 1.35 -2.63 -0.27  0.01
H: 5.40 -2.26 -1.38  0.00
H: 5.19 -0.76 -0.46  0.00
H: 3.17 -4.18 0.72  0.00
H: 4.25 -4.25 -0.69  0.00
H: 2.06 -2.23 -2.76  0.00
H: 3.61 -3.11 -2.71  0.00
H: 1.89 -0.07 -1.76  0.00
H: 3.22 0.57 -0.80  0.00
H: 3.16 -2.24 2.14  0.00
H: 4.02 -0.80 1.62  0.00
H: 0.50 -2.45 -0.93  0.00
H: 0.97 -3.27 0.52  0.00
N: -0.78 -0.04 -0.19  -0.06
C: -1.65 -0.38 -0.87  0.04
N: -2.66 -0.79 -1.56  0.00
C: -4.01 -0.74 -0.95  0.00
C: -5.03 -0.99 -2.06  0.00
C: -4.56 -0.37 -3.37  0.00
C: -3.30 -1.09 -3.89  0.00
C: -2.49 -1.66 -2.72  0.00
H: -4.13 0.25 -0.51  0.00
H: -4.06 -1.48 -0.15  0.00
H: -5.99 -0.57 -1.74  0.00
H: -5.19 -2.06 -2.19  0.00
H: -4.33 0.69 -3.20  0.00
H: -5.35 -0.40 -4.13  0.00
H: -2.68 -0.39 -4.46  0.00
H: -3.57 -1.91 -4.55  0.00
H: -1.42 -1.72 -2.94  0.00
H: -2.82 -2.66 -2.44  0.00
C: -2.46 3.09 -0.70  0.00
Ge: -0.77 3.36 0.28  0.00
C: 0.61 3.07 -1.11  0.01
C: -0.71 5.32 0.60  0.00
C: -0.74 2.33 1.90  -0.03
H: -2.52 3.79 -1.54  0.00
H: -3.32 3.24 -0.04  0.00
H: -2.52 2.07 -1.10  0.00
H: 0.33 3.63 -2.00  0.00
H: 0.67 2.01 -1.37  0.00
H: 1.60 3.39 -0.79  0.00
H: -0.94 5.87 -0.32  0.00
H: 0.27 5.63 0.95  0.00
H: -1.44 5.59 1.36  0.00
H: -1.67 2.59 2.42  0.02

---

Molecular formula: CH2Cl3OY
Method: DFT, ωB97M-V/def2-TZVPD

LUMO level (alpha / beta) in Eh: -0.2167 / -0.2276
Calculated total energy in eV: -41717.7545
2S+1: 2
Charge: +1

Each line ends with the Mulliken spin population.
Element x y z (Å)
Y: -2.33 0.62 -3.13  1.05
O: -1.62 -0.56 -1.35  -0.07
H: -1.40 -0.98 -0.50  0.01
C: 0.98 0.16 0.94  0.00
Cl: 2.01 1.24 -0.02  0.00
Cl: 0.71 0.88 2.55  0.00
Cl: 1.61 -1.46 1.10  0.00
H: 0.03 0.11 0.41  0.00

---

Maximum force
In order: 2.390, 9.253, 0.866, 4.905
Unit: eV/Å